# C6H12O

A single C6H12O molecule (ωB97M-V/def2-TZVPD, the Open Molecules 2025 dataset).

Properties
SMILES string: CC[C@H]1C[C@H]1CO
2S+1: 1
Orbital gap, Eh: 0.4033
Energy relative to the best compared isomer or geometry (same formula, charge and spin), eV: 1.214
Charge: 0

Each line ends with the Mulliken charge.
Atoms and positions in Å:
O  2.8356  -0.9043  0.8413  -0.530
C  -0.4155  0.3049  -0.8117  -0.048
C  -1.2680  0.8331  0.3254  -0.559
C  -2.2055  -0.2189  0.9168  -1.118
C  0.9147  -0.3728  -0.5804  0.205
C  1.4547  -0.5942  0.8172  -0.614
C  0.8584  0.9983  -1.1975  -0.847
H  -2.8445  0.2149  1.6931  0.357
H  1.1761  1.8410  -0.5867  0.233
H  1.0941  1.1045  -2.2526  0.274
H  -1.0009  -0.1048  -1.6349  0.388
H  1.3542  0.3183  1.4122  0.220
H  1.1665  -1.1801  -1.2715  0.323
H  0.8676  -1.3794  1.3222  0.231
H  -2.8573  -0.6440  0.1441  0.307
H  2.9537  -1.7624  0.4100  0.327
H  -1.6413  -1.0441  1.3662  0.246
H  -0.6251  1.2435  1.1143  0.264
H  -1.8549  1.6784  -0.0563  0.340


# C36H35GeIN4O5Se2Ti

C36H35GeIN4O5Se2Ti as an isolated structure (ωB97M-V/def2-TZVPD, the Open Molecules 2025 dataset).

Properties
2S+1: 1
Orbital gap, Eh: 0.1883
Energy relative to the best compared isomer or geometry (same formula, charge and spin), eV: 1.280
Charge: -2

Each line ends with the Mulliken charge.
Atoms and positions in Å:
I  0.0713  0.7496  -4.5071  -0.209
Se  -4.4633  -2.5196  -4.3686  -0.306
Se  -6.0365  -1.1098  -0.4753  -0.491
Ge  2.7524  1.0335  0.9187  1.930
Ti  -1.4143  -1.3589  -1.9352  -0.276
O  -1.3620  -2.0552  1.9842  -0.740
O  -1.7527  -2.2391  -0.2168  -0.273
O  0.4715  -1.5036  -1.8242  0.027
O  2.1024  -2.6524  -0.8458  -0.688
O  -1.9712  2.4165  -0.3703  -0.682
N  -2.1596  -3.2380  -2.8346  0.426
N  -1.4040  0.2174  -0.7341  1.342
N  -3.2175  -0.2616  -2.3152  0.162
N  -4.8475  1.2146  0.5168  0.087
C  2.3560  -2.7176  2.8061  -0.789
C  2.5916  -0.4387  -1.6383  -1.029
C  4.4263  -1.2563  1.6826  -0.190
C  1.4866  1.9732  2.0616  0.288
C  2.1222  -1.4417  2.3153  0.261
C  -7.0243  2.0893  1.9978  -0.193
C  -2.9760  1.1816  -2.1990  -0.711
C  1.5873  1.8825  3.4511  -0.387
C  4.6671  -2.5293  2.1816  -0.599
C  3.1507  -0.6977  1.7346  -0.193
C  3.6293  -3.2637  2.7373  -0.479
C  -1.9682  -5.7692  -3.9714  -0.133
C  5.7790  3.9291  1.6525  -0.704
C  6.7667  3.6132  0.7307  -0.429
C  0.4546  2.7308  1.5138  -0.782
C  4.4128  2.0905  0.8592  -0.214
C  -2.0768  1.3674  -0.9896  0.227
C  -4.7983  2.3442  1.2213  -0.021
C  4.6144  3.1734  1.7133  -0.373
C  2.1382  0.8538  -0.9426  -0.155
C  -1.0662  -1.0499  -4.0816  -1.073
C  -3.0840  -3.6166  -3.7589  0.094
C  -1.4010  -1.5807  0.8716  0.361
C  -1.1574  -4.0916  -2.5174  -0.157
C  -5.9793  0.4818  0.5237  -0.143
C  -7.0948  0.9227  1.2735  -0.652
C  1.6963  -1.6381  -1.3722  0.336
C  -0.3464  3.2875  3.7090  -0.470
C  0.6818  2.5403  4.2710  -0.681
C  -5.8453  2.8349  1.9822  -0.829
C  -0.4646  3.3758  2.3303  -0.352
C  6.5816  2.5418  -0.1324  -0.817
C  -2.9886  -4.9244  -4.3037  -0.682
C  -0.9808  -0.1280  0.6000  0.859
C  5.4143  1.7929  -0.0675  -0.031
C  -1.0033  -5.3416  -3.0531  -1.055
H  -1.9474  -0.9764  -4.7165  0.570
H  -2.4539  1.5409  -3.0879  0.270
H  -1.3941  0.5500  1.3474  0.595
H  -3.8940  1.7490  -2.0540  0.373
H  -7.9928  0.3201  1.2628  0.331
H  -5.7427  3.7596  2.5361  0.396
H  5.2467  -0.6946  1.2483  0.283
H  -1.2916  3.9064  1.8770  0.372
H  -3.6996  -0.5511  -3.1719  -0.020
H  -0.1728  -5.9604  -2.7457  0.446
H  -1.0731  3.7755  4.3474  0.374
H  5.2804  0.9684  -0.7605  0.287
H  0.3064  2.7747  0.4420  0.153
H  2.3651  1.2706  3.8969  0.441
H  -7.8809  2.4243  2.5751  0.326
H  -1.9113  -6.7566  -4.4163  0.362
H  5.9122  4.7695  2.3235  0.372
H  1.5315  -3.2839  3.2200  0.470
H  7.3443  2.2923  -0.8605  0.397
H  -3.8555  2.8801  1.1549  0.284
H  1.0524  0.9529  -1.0128  -0.404
H  2.5665  -0.2760  -2.7190  0.453
H  -3.8851  -0.5424  -1.5641  -0.213
H  0.1102  -0.1131  0.7019  -1.626
H  3.8114  -4.2651  3.1090  0.343
H  2.5544  1.7102  -1.4796  0.762
H  -0.4524  -3.7490  -1.7676  0.355
H  1.1154  -1.0456  2.3817  0.327
H  -3.7519  -5.2144  -5.0110  0.325
H  -0.4194  -1.8359  -4.4731  0.526
H  0.7615  2.4486  5.3479  0.377
H  3.6055  -0.7283  -1.3545  0.260
H  5.6634  -2.9524  2.1246  0.374
H  3.8464  3.4338  2.4335  0.297
H  7.6743  4.2028  0.6802  0.352


# C18H40NO7

A 3-piece molecular cluster, C18H40NO7 overall (ωB97M-V/def2-TZVPD, the Open Molecules 2025 dataset).

Properties
2S+1: 1
Orbital gap, Eh: 0.2385
Energy relative to the best compared isomer or geometry (same formula, charge and spin), eV: 4.956
Charge: +1

Each line ends with the Mulliken charge.
Atoms and positions in Å:
O  4.2218  0.2182  1.6958  -0.355
O  1.3820  1.0421  1.0916  -0.220
O  -7.3379  3.2071  1.1965  -0.535
O  2.3512  2.5360  3.5300  -0.339
O  2.3337  -4.4166  -4.1901  -0.324
O  2.2276  -1.2172  -2.5666  -0.310
O  -0.1475  -2.8456  -3.5430  -0.412
N  -3.0012  0.9807  2.9208  0.077
C  0.4944  -2.9064  -2.2855  -0.369
C  1.3212  0.6249  2.4391  -0.374
C  -4.6590  2.2437  1.9630  0.266
C  0.6462  -2.7453  -4.7151  -0.208
C  -4.0835  1.6077  3.1752  -0.456
C  -3.4381  2.2779  1.0236  -0.972
C  4.4823  -1.1673  1.7849  -0.698
C  2.1594  3.9320  3.4465  -0.740
C  1.3480  -4.0220  -5.1230  -0.528
C  3.7430  0.6661  0.4449  -0.427
C  1.0987  -1.6035  -1.8089  -0.179
C  -2.5397  1.1319  1.5222  -0.120
C  -6.7967  2.0608  0.5757  -0.654
C  2.5840  1.6247  0.5955  -0.424
C  2.2547  0.1314  -2.9750  -0.693
C  2.2752  -5.7634  -3.7737  -0.772
C  1.1963  1.7426  3.4555  -0.557
C  -5.8004  1.3215  1.4752  -0.705
H  -2.4862  0.4358  3.6039  0.269
H  -5.3713  0.4922  0.9029  0.313
H  -7.6244  1.3789  0.3733  0.376
H  -4.4944  1.6277  4.1796  0.522
H  -0.3088  -3.1436  -1.5810  0.369
H  1.0183  1.2729  4.4344  0.435
H  0.3337  -0.8179  -1.8273  0.311
H  3.4443  -0.1801  -0.1850  0.166
H  2.7301  0.7528  -2.2102  0.046
H  1.3375  4.1840  2.7678  0.330
H  0.3846  0.0527  2.4928  0.410
H  0.3176  2.3603  3.2150  0.274
H  2.8435  0.2024  -3.8889  0.268
H  -3.7369  2.1234  -0.0118  0.397
H  2.8723  2.5039  1.1740  0.097
H  -6.3303  2.3069  -0.3848  0.304
H  -1.4838  1.4038  1.5242  0.011
H  3.7704  -1.7490  1.1901  0.279
H  -5.0776  3.2202  2.2145  0.516
H  2.3201  1.9652  -0.4076  0.508
H  0.6078  -4.8164  -5.2656  0.333
H  1.4015  -1.7471  -0.7614  0.178
H  -2.9059  3.2249  1.1061  0.338
H  1.2294  -3.7118  -2.2356  0.117
H  1.2504  0.5149  -3.1804  0.429
H  -0.0681  -2.5188  -5.5108  0.385
H  3.0769  4.3684  3.0555  0.255
H  5.4957  -1.4063  1.4499  0.309
H  -2.6582  0.2015  0.9671  0.258
H  1.8266  -3.8341  -6.0927  0.374
H  1.3529  -1.9156  -4.6560  0.051
H  4.3859  -1.4566  2.8311  0.256
H  -6.8576  3.9990  0.9195  0.342
H  -6.3442  0.8954  2.3230  0.410
H  2.1264  -0.0576  2.7121  0.170
H  2.8380  -6.4159  -4.4485  0.297
H  2.7217  -5.8246  -2.7813  0.239
H  1.9574  4.3666  4.4302  0.300
H  4.5465  1.2014  -0.0780  0.421
H  1.2430  -6.1222  -3.7148  0.365


# C5H5N5S

A single C5H5N5S molecule in a non-equilibrium geometry (ωB97M-V/def2-TZVPD, the Open Molecules 2025 dataset).

Properties
SMILES string: CSc1nncc2n[nH]nc12
2S+1: 1
Orbital gap, Eh: 0.3063
Energy relative to the best compared isomer or geometry (same formula, charge and spin), eV: 2.278
Charge: 0

Each line ends with the Mulliken charge.
Atoms and positions in Å:
S  -1.7210  1.3908  -0.0239  -0.067
N  -0.8570  -1.1170  -0.0241  -0.123
N  2.7092  1.3404  -0.0687  0.387
N  0.0284  -2.0670  0.0926  -0.740
N  3.0119  0.0635  0.0211  -0.673
N  1.5145  1.7054  -0.1535  -0.725
C  -3.1366  0.4088  -0.2185  -0.804
C  1.3087  -1.8207  0.2527  -0.290
C  0.8501  0.5206  0.0195  0.629
C  1.7901  -0.5366  0.0605  0.649
C  -0.5536  0.1778  0.1061  0.183
H  1.9263  -2.6777  0.5688  0.410
H  -4.0174  1.1740  -0.1526  0.303
H  -3.0433  -0.0510  -1.1039  0.301
H  -3.4003  -0.3722  0.6111  0.281
H  3.5900  1.8611  0.0128  0.277


> Number 1 is which compound?

C6H12O


What did the first record say?
# C6H12O

A single C6H12O molecule (ωB97M-V/def2-TZVPD, the Open Molecules 2025 dataset).

Properties
SMILES string: CC[C@H]1C[C@H]1CO
2S+1: 1
Orbital gap, Eh: 0.4033
Energy relative to the best compared isomer or geometry (same formula, charge and spin), eV: 1.214
Charge: 0

Each line ends with the Mulliken charge.
Atoms and positions in Å:
O  2.8356  -0.9043  0.8413  -0.530
C  -0.4155  0.3049  -0.8117  -0.048
C  -1.2680  0.8331  0.3254  -0.559
C  -2.2055  -0.2189  0.9168  -1.118
C  0.9147  -0.3728  -0.5804  0.205
C  1.4547  -0.5942  0.8172  -0.614
C  0.8584  0.9983  -1.1975  -0.847
H  -2.8445  0.2149  1.6931  0.357
H  1.1761  1.8410  -0.5867  0.233
H  1.0941  1.1045  -2.2526  0.274
H  -1.0009  -0.1048  -1.6349  0.388
H  1.3542  0.3183  1.4122  0.220
H  1.1665  -1.1801  -1.2715  0.323
H  0.8676  -1.3794  1.3222  0.231
H  -2.8573  -0.6440  0.1441  0.307
H  2.9537  -1.7624  0.4100  0.327
H  -1.6413  -1.0441  1.3662  0.246
H  -0.6251  1.2435  1.1143  0.264
H  -1.8549  1.6784  -0.0563  0.340


> Number 3 is which compound?

C18H40NO7


Repeat the fourth record exactly.
# C5H5N5S

A single C5H5N5S molecule in a non-equilibrium geometry (ωB97M-V/def2-TZVPD, the Open Molecules 2025 dataset).

Properties
SMILES string: CSc1nncc2n[nH]nc12
2S+1: 1
Orbital gap, Eh: 0.3063
Energy relative to the best compared isomer or geometry (same formula, charge and spin), eV: 2.278
Charge: 0

Each line ends with the Mulliken charge.
Atoms and positions in Å:
S  -1.7210  1.3908  -0.0239  -0.067
N  -0.8570  -1.1170  -0.0241  -0.123
N  2.7092  1.3404  -0.0687  0.387
N  0.0284  -2.0670  0.0926  -0.740
N  3.0119  0.0635  0.0211  -0.673
N  1.5145  1.7054  -0.1535  -0.725
C  -3.1366  0.4088  -0.2185  -0.804
C  1.3087  -1.8207  0.2527  -0.290
C  0.8501  0.5206  0.0195  0.629
C  1.7901  -0.5366  0.0605  0.649
C  -0.5536  0.1778  0.1061  0.183
H  1.9263  -2.6777  0.5688  0.410
H  -4.0174  1.1740  -0.1526  0.303
H  -3.0433  -0.0510  -1.1039  0.301
H  -3.4003  -0.3722  0.6111  0.281
H  3.5900  1.8611  0.0128  0.277